# 1
Molecular formula: C51H137N8O22
Method: DFT, ωB97M-V with the def2-TZVPD basis set

Computed properties:
Relative energy (zero: lowest compared OMol25 entry of this formula, charge and spin)   68.44 kcal/mol
Charge   -1
HOMO level   -2.1 eV
LUMO level   1.86 eV

Each line ends with the Löwdin charge.
Cartesian coordinates (Å):
C -3.069 -3.692 5.794  -0.101
H -4.734 0.679 5.394  0.080
H 6.922 0.817 4.097  0.076
H -4.977 -3.543 7.220  0.077
H 2.966 -5.371 0.918  0.129
O 4.129 -1.555 6.493  -0.206
H -0.652 -0.075 -6.998  0.108
H 1.612 1.529 -2.267  0.076
H 1.563 -4.962 -0.101  0.103
H 3.286 -0.152 4.380  0.071
H -2.285 -0.594 -7.273  0.104
H -2.875 -7.245 1.033  0.113
H 1.946 -6.545 -1.419  0.083
C 3.319 0.165 -5.418  -0.352
H -1.080 -5.485 4.438  0.061
O 5.588 1.641 -2.027  -0.107
C -7.241 -1.802 -3.840  -0.227
H 3.308 2.389 3.152  0.086
H 3.455 4.735 -5.496  0.096
H 2.274 -0.467 0.994  0.095
H 1.723 -1.510 -0.184  0.100
O -5.150 -2.868 -4.392  -0.052
H 4.729 1.570 -4.773  0.085
H -4.874 -1.813 7.653  0.082
C -1.930 -5.638 -0.038  -0.209
H 0.260 3.536 -1.326  0.026
N -1.266 -2.085 5.063  0.053
H -5.942 -0.967 -0.438  0.055
C 7.591 0.050 -2.232  -0.181
H -1.389 -1.699 -5.334  0.102
H 1.987 2.012 0.821  0.059
C -0.278 6.042 -0.707  -0.080
H 4.723 6.019 -2.435  0.078
C 1.362 -0.691 0.440  -0.160
H 6.406 -0.799 1.599  0.140
C -2.275 0.522 0.729  -0.063
C -0.821 -1.651 0.618  -0.106
H 1.916 -0.150 -2.193  0.083
O -5.795 -2.919 1.547  -0.181
H -2.295 -1.614 -1.954  0.069
C 2.865 -2.167 6.344  -0.168
H 7.823 0.250 -3.278  0.102
O 8.280 0.966 -1.356  -0.113
C 1.830 -1.578 5.301  -0.429
H -5.155 -1.221 2.602  0.113
H -2.155 -3.324 3.757  0.099
H -0.825 -0.344 -3.497  0.040
O -5.258 1.696 3.671  -0.227
H -3.115 -0.174 -1.685  0.069
O -2.428 -5.935 2.391  -0.077
O -1.934 1.344 -6.597  -0.054
C 1.691 5.799 -5.399  -0.240
H -7.827 -1.190 -3.155  0.112
H -7.838 -1.292 1.312  0.133
C -1.716 -0.668 -5.196  -0.245
O 5.726 -0.551 -5.512  -0.210
H 1.742 -0.262 3.645  0.062
H -4.916 -4.773 1.831  0.085
H -1.522 -6.101 -0.936  0.116
C -1.653 -0.055 -6.567  -0.256
C -2.579 -0.949 -1.138  -0.066
H -3.541 2.332 -1.386  0.086
C 6.560 0.205 1.993  -0.454
C 3.308 -4.420 -0.995  -0.252
H -7.602 -2.830 -3.798  0.113
C 2.564 -5.395 -0.095  -0.244
H -5.572 1.898 -2.846  0.096
H -5.658 -2.146 -2.491  0.109
C -5.484 1.392 5.052  -0.100
H 1.889 6.384 -6.298  0.104
H -5.064 -3.820 3.286  0.068
H -4.782 2.016 -4.927  0.077
C -6.954 -0.686 1.511  -0.452
H -1.236 6.312 -1.153  0.070
C 5.991 0.254 -2.139  -0.187
H -2.698 -0.791 -4.738  0.106
C 0.371 -1.190 1.449  -0.221
C -6.228 -0.155 0.231  -0.020
C 2.303 5.554 -1.090  -0.097
N -0.401 0.366 -0.985  -0.159
C 4.387 -0.954 -5.422  -0.212
H -0.018 6.626 -5.611  0.070
C -2.032 -6.580 1.220  -0.238
O -2.946 3.989 -2.428  -0.043
N 0.932 -0.566 5.774  0.017
H -5.431 2.264 5.704  0.089
C 4.153 2.924 2.717  -0.073
H 4.605 -5.754 -1.061  0.070
H -5.238 -2.529 -5.286  0.078
H 5.850 -0.500 3.875  0.069
H -0.006 -4.135 4.076  0.066
C -6.081 -1.699 2.284  -0.174
C 4.860 -1.884 7.675  -0.105
H 5.184 4.322 -2.503  0.077
C -2.670 3.945 2.028  -0.059
C -0.744 -4.508 4.786  -0.059
N -7.455 0.403 2.205  0.042
H 5.477 -0.180 -1.281  0.100
H -3.274 -1.567 -0.569  0.068
H 2.523 4.206 -6.748  0.092
H 3.930 3.358 1.742  0.074
H -7.062 -0.824 -5.459  0.068
H 2.726 -0.102 -7.444  0.073
H -2.074 -1.686 5.519  0.068
N 7.675 0.589 1.248  0.049
H 3.239 -3.418 -0.571  0.112
C -5.726 -1.882 -3.547  -0.240
H 3.165 -3.203 6.182  0.119
C 4.492 5.028 -2.044  -0.174
O -0.914 1.376 -1.956  -0.245
H -1.753 0.799 1.645  0.049
H -2.683 -3.901 6.792  0.115
H 5.878 -1.496 7.638  0.084
H -2.563 4.763 2.741  0.076
H 8.198 0.747 -0.425  -0.005
O 3.145 4.788 -2.070  -0.201
C 5.291 0.967 1.819  -0.193
O -4.171 2.268 -4.231  -0.059
H -4.503 3.777 -1.203  0.101
C 0.966 1.683 0.627  -0.029
C -1.820 -3.394 4.792  -0.383
H 2.655 2.687 -4.751  -0.009
H 7.680 -1.227 -6.039  0.092
C -4.971 -2.524 6.833  -0.080
H 7.915 1.525 1.542  0.110
C -4.865 2.686 -3.105  -0.258
C 3.020 0.730 -6.803  -0.052
H -2.061 1.511 -7.534  0.069
H 2.371 -0.195 -5.017  0.138
C -3.974 3.168 -1.936  -0.233
C 6.791 -0.090 3.507  -0.032
H -7.932 0.235 3.079  0.075
H 3.953 1.159 -7.168  0.081
H -6.388 0.829 5.283  0.081
H 5.168 1.301 0.789  0.119
H 4.468 3.798 3.288  0.086
H 7.829 -0.978 -1.961  0.105
H 2.053 6.244 -4.472  0.097
H 1.250 -2.432 4.951  0.093
H 0.491 2.554 0.176  0.059
H -3.557 -5.599 -1.192  0.086
O -7.618 -1.569 -5.218  -0.081
O 0.299 5.834 -5.171  -0.064
H 6.761 -1.982 -4.609  0.085
H 2.825 1.084 -1.206  0.069
C -3.943 3.102 2.258  -0.384
C 2.424 4.437 -5.687  -0.215
H 4.109 -1.621 -6.239  0.115
H -2.496 1.448 0.198  0.055
H -3.912 3.033 4.480  0.119
N 3.774 1.315 -4.565  0.067
O 5.306 2.075 2.693  -0.205
H -3.882 -3.283 2.248  0.068
H 4.273 -1.572 -4.531  0.116
H 2.236 1.477 -6.678  0.075
N 0.497 4.225 -2.026  0.080
H 0.625 6.333 -2.422  0.115
H -1.411 -1.752 4.121  0.081
H 8.381 0.001 1.667  0.099
H -6.861 0.467 -0.403  0.072
H -0.565 5.337 0.073  0.060
H -1.157 -7.198 1.422  0.112
N -5.084 4.078 2.231  0.041
H 7.601 -0.808 3.638  0.074
H 4.992 5.126 -1.080  0.072
H -2.761 4.383 1.034  0.066
H 2.957 -4.386 -2.026  0.121
H 0.486 1.616 1.603  0.067
H -1.886 -5.143 2.425  0.051
C -4.864 -3.755 2.217  -0.114
H -0.724 -2.406 -0.163  0.099
C 2.502 -0.870 4.137  -0.074
H -5.271 4.438 1.306  0.055
H 0.797 -1.972 2.077  0.090
H -3.662 -4.548 5.474  0.115
H 2.942 -1.701 3.586  0.086
H -5.326 -0.869 -3.589  0.106
O 2.516 -6.704 -0.663  -0.063
H 0.523 -0.794 6.669  0.062
H 6.362 -2.305 -6.262  0.079
C 1.855 0.735 -1.560  -0.037
H 4.374 -1.449 8.549  0.080
C 0.947 0.544 -0.383  -0.503
H -1.774 3.324 2.027  0.063
H -1.564 -1.893 1.377  0.082
H -0.235 -4.779 5.712  0.075
H 0.220 -0.768 5.086  0.026
H -1.295 -4.825 0.315  0.095
H 2.624 6.596 -1.096  0.103
H 1.405 3.829 -2.225  0.030
H -3.141 1.654 3.632  0.119
H -3.183 0.170 1.218  0.050
O -3.180 -5.104 -0.461  -0.064
H 4.435 0.373 2.138  0.112
H 4.909 -2.957 7.862  0.077
H 5.525 -0.145 -3.040  0.073
H 3.901 1.034 -3.603  0.046
H -4.010 2.364 1.458  0.092
H 2.492 5.215 -0.071  0.113
C 6.729 -1.523 -5.596  -0.108
H -6.743 1.059 2.493  0.044
C -3.994 2.333 3.648  -0.178
H 6.131 2.060 -1.355  0.063
H -5.459 3.493 -3.534  0.105
H -6.565 -2.031 3.203  0.111
H 2.293 -2.063 7.265  0.109
H -3.368 4.849 -2.500  0.077
O -0.694 -0.060 -4.405  -0.063
H 0.040 6.954 -0.202  0.065
C 0.824 5.596 -1.645  -0.394
O 1.978 3.365 -4.814  -0.077
H -5.836 3.454 2.484  0.044
O 4.660 -4.805 -0.932  -0.067
H -5.353 0.386 0.591  0.060
H 0.116 -0.400 2.155  0.081
C -1.449 -0.399 -0.257  -0.423
O -3.880 -2.440 5.879  -0.255
H -5.846 -2.323 6.214  0.080



# 2
Molecular formula: C51H26BrCoN12O2S
Method: DFT, ωB97M-V with the def2-TZVPD basis set

Computed properties:
⟨S²⟩   0.859
Relative energy (zero: lowest compared OMol25 entry of this formula, charge and spin)   46.01 kcal/mol
Charge   -1
HOMO level (alpha / beta)   -3.8 / -3.8 eV
2S+1   2
LUMO level (alpha / beta)   0.29 / 0.30 eV

Each line ends with the Mulliken spin population.
Cartesian coordinates (Å):
C 2.723 -3.339 3.128  0.000
H -4.610 -1.156 6.156  0.000
N 0.840 -1.551 -1.889  0.028
H 6.121 -0.678 -0.330  0.000
C -1.222 0.258 3.167  -0.005
H -0.632 -2.953 2.884  0.000
N 2.210 0.789 -0.420  -0.011
C -2.715 -1.831 -2.474  0.000
C 4.656 0.538 5.679  0.000
C 1.484 -3.079 2.555  -0.001
O 2.242 -3.167 0.339  -0.001
H 1.335 0.779 6.419  0.000
C 4.550 1.526 -3.158  0.001
H -4.527 -0.967 -3.262  0.000
C -2.527 -0.104 3.742  0.000
C -2.787 -3.088 -3.130  0.001
S -3.433 -5.097 -4.252  0.000
C 1.686 -3.674 5.271  0.000
C 2.242 0.675 5.837  0.000
C 2.472 1.486 -1.577  -0.011
H 7.397 -0.169 -2.408  0.000
C -3.474 0.392 -2.018  0.001
H 5.499 0.317 3.700  0.000
N -0.259 1.580 -1.031  0.002
H -5.483 -0.315 2.049  0.000
H -3.918 3.449 -1.869  0.000
C 5.831 1.011 -3.281  -0.001
C -2.634 0.359 1.527  0.006
C 1.427 -2.637 1.094  0.003
Br -1.101 -3.532 5.761  0.000
C 2.051 -3.356 -2.881  0.001
C -3.691 -0.798 -2.595  -0.001
C 0.458 -3.441 4.676  0.000
N 1.697 2.397 -2.122  0.002
C -4.773 -0.356 2.866  0.000
C -0.329 -3.430 -2.842  0.001
N 1.541 0.495 2.249  0.010
C 4.399 0.416 -1.006  -0.003
C -3.440 -0.036 2.689  -0.001
H 5.616 0.532 6.181  0.000
H 4.116 2.152 -3.927  0.000
C -0.368 4.644 -3.005  0.002
C 2.192 0.560 4.460  -0.002
C 4.601 0.415 4.297  -0.001
C -2.928 -0.497 5.004  0.001
O 0.501 -1.799 0.820  0.005
H 0.614 4.989 -3.300  0.000
H -4.151 0.356 0.237  0.000
N -0.175 0.362 3.926  0.002
C 2.891 0.338 2.309  0.000
N -3.864 -3.638 -3.672  0.000
C 0.334 -3.141 3.333  0.000
C -1.567 1.801 -1.152  0.006
C 2.824 -3.628 4.480  0.000
N -3.180 0.617 0.334  -0.003
H 3.604 -3.284 2.503  0.000
H -1.427 6.241 -3.953  0.000
Co 0.286 0.002 -0.101  0.955
C -0.301 -2.217 -2.141  0.002
C -2.935 3.756 -2.205  -0.002
H -6.207 -1.037 4.302  0.000
N -1.858 -5.073 -3.855  0.000
H 3.573 0.763 7.514  0.000
C 3.830 1.206 -2.015  -0.002
N 3.723 0.113 1.318  0.004
N -1.347 0.488 1.812  0.025
C 0.429 2.524 -1.745  -0.004
C -2.778 4.898 -2.960  0.001
C -1.531 -1.508 -1.789  -0.004
C -5.175 -0.759 4.133  0.000
C -0.510 3.481 -2.251  -0.007
H -3.650 5.473 -3.247  0.000
C 6.395 0.219 -2.276  0.001
H -4.105 1.251 -2.201  0.000
H 3.021 -3.774 -3.110  0.000
H 1.753 -3.881 6.330  0.000
C 0.892 -4.015 -3.193  0.000
H 6.407 1.220 -4.174  0.000
C 3.354 0.422 3.700  0.001
C -2.416 0.564 -0.955  0.006
N -1.417 -0.500 -0.946  -0.009
C 5.693 -0.071 -1.116  -0.001
C 1.084 0.524 3.495  -0.003
H -2.217 -0.564 5.816  0.000
H 0.893 -4.961 -3.719  0.000
C -1.506 5.336 -3.364  -0.002
C -4.264 -0.828 5.184  0.000
C 1.979 -2.122 -2.226  0.007
H 3.793 -3.797 4.932  0.000
C -1.619 -3.933 -3.247  0.000
C 3.493 0.667 6.438  0.000
C -1.796 3.017 -1.861  0.003
H 2.882 -1.563 -2.036  0.000
C 3.380 0.313 0.035  -0.003



# 3
Molecular formula: C51H31Cl2FeN5O4
Method: DFT, ωB97M-V with the def2-TZVPD basis set

Computed properties:
⟨S²⟩   6.246
Charge   -2
HOMO level (alpha / beta)   -0.8 / -1.5 eV
2S+1   5
LUMO level (alpha / beta)   4.12 / 3.99 eV

Each line ends with the natural charge from an NBO analysis.
Cartesian coordinates (Å):
N 3.527 1.194 0.380  0.195
C -3.375 -0.253 1.446  0.180
C -5.658 1.102 5.070  -0.245
C -4.706 -0.749 1.167  -0.251
C 3.289 -4.218 1.643  -0.218
O 4.419 0.554 0.865  -0.370
H -4.742 -1.784 6.581  0.201
H -5.529 -1.632 -0.646  0.211
C -0.187 6.601 -2.738  -0.247
C -2.541 -4.453 0.905  -0.124
Cl -2.430 -7.540 -1.648  -0.077
N 1.292 0.835 -0.188  -0.214
C 1.949 -2.548 2.745  -0.188
H 2.133 4.379 -1.635  0.218
C -4.787 1.067 3.986  -0.149
C 1.198 3.021 0.671  -0.220
C 0.241 2.478 -1.626  -0.053
C -0.948 0.250 4.335  -0.283
C -2.068 -6.009 -0.858  -0.126
H 1.887 6.780 -2.212  0.197
C -3.875 0.025 3.837  -0.034
H -5.662 -0.785 -2.738  0.205
H -2.062 -2.941 -3.495  0.228
Fe -0.637 -0.351 0.128  1.291
H -0.298 7.646 -3.004  0.193
H -6.872 -2.220 -4.341  0.196
C -5.147 -3.398 -4.833  -0.239
H -3.599 -6.276 0.644  0.221
H 1.237 -2.285 3.516  0.222
C -2.813 -5.632 0.273  -0.227
N -1.056 0.431 -1.664  -0.531
C 0.890 2.177 -0.480  0.162
C -4.712 -1.164 -0.120  -0.265
C -1.487 -3.544 0.479  0.497
H -3.259 -4.379 -5.119  0.204
O -1.213 -2.498 1.095  -0.716
O 2.200 0.288 -1.115  -0.660
C 3.672 -3.262 0.704  -0.245
C 2.366 -1.544 1.831  -0.014
C 2.406 -3.848 2.656  -0.245
C 0.643 0.021 2.779  0.104
C 0.092 3.890 -2.039  -0.046
C -3.790 -3.590 -4.598  -0.216
H 0.706 -3.554 -2.211  0.095
C -0.492 1.446 -2.344  0.135
C -1.524 0.156 3.047  0.057
C 0.206 -3.123 -1.315  0.444
C -3.411 -0.841 -0.673  0.143
C 3.216 -1.957 0.780  -0.164
H -0.508 -5.491 -2.211  0.209
C -1.130 4.392 -2.504  -0.193
C -1.909 -0.214 -2.511  0.075
C -4.752 -0.975 5.859  -0.224
H -1.481 0.353 5.269  0.205
H -1.974 3.717 -2.578  0.229
H -5.675 -4.027 -5.541  0.196
C -3.007 -0.965 -2.017  -0.066
H -2.227 6.100 -3.192  0.197
H -4.805 1.857 3.243  0.210
C 0.429 0.156 4.163  -0.302
C 1.035 6.113 -2.292  -0.244
C -3.117 -2.787 -3.690  -0.183
Cl -3.458 -4.015 2.317  -0.026
O 0.524 -2.008 -0.963  -0.580
C -5.638 0.086 6.016  -0.239
C 1.790 2.298 1.621  -0.175
C -1.267 5.730 -2.847  -0.226
H -5.511 -0.812 1.885  0.213
C -3.879 -1.004 4.780  -0.189
H 3.461 -1.263 -0.010  0.259
H 2.053 2.617 2.621  0.218
N -0.521 0.071 2.111  -0.560
H -6.301 0.124 6.871  0.195
C -2.896 0.019 2.714  -0.013
C -3.781 -1.781 -2.984  -0.030
H -2.382 0.063 -4.679  0.199
C -1.807 0.358 -3.811  -0.237
H 0.879 4.052 0.748  0.215
C -0.789 -3.979 -0.708  -0.326
H -0.638 2.128 -4.458  0.206
C 1.175 4.772 -1.956  -0.150
H -3.190 -1.830 4.645  0.235
H 2.048 -4.590 3.360  0.197
C -5.817 -2.389 -4.155  -0.244
C -5.141 -1.588 -3.242  -0.155
H -6.347 1.932 5.182  0.197
C -1.080 -5.197 -1.336  -0.163
H 3.649 -5.238 1.572  0.189
C 1.863 -0.210 1.971  0.038
H 1.196 0.168 4.925  0.199
C -0.935 1.427 -3.690  -0.323
H 4.317 -3.544 -0.122  0.196
N -2.629 -0.295 0.299  -0.530
C 2.119 0.952 1.070  0.070